{"formula": "C42H44P2Pd", "method": "ωB97M-V/def2-TZVPD", "species": ["H", "H", "H", "C", "H", "H", "C", "C", "H", "C", "C", "C", "H", "C", "C", "H", "C", "C", "H", "H", "C", "H", "C", "C", "H", "C", "H", "C", "C", "H", "C", "C", "C", "C", "H", "C", "C", "H", "H", "H", "H", "H", "H", "H", "H", "H", "C", "C", "H", "H", "P", "C", "H", "C", "H", "H", "C", "C", "H", "C", "C", "H", "H", "H", "H", "H", "H", "Pd", "C", "H", "H", "C", "C", "H", "C", "P", "H", "C", "H", "H", "C", "C", "C", "C", "H", "C", "C", "C", "H"], "xyz": [[0.818, -0.452, -3.305], [-6.586, -1.809, 1.009], [2.673, -2.157, 0.251], [-3.013, 5.663, 5.394], [9.722, -1.564, -1.419], [3.124, 0.378, -4.026], [-0.233, 4.026, 1.878], [0.719, 1.855, 0.379], [4.187, 0.839, -1.335], [7.897, -2.587, -0.974], [7.157, -4.266, -2.639], [5.626, -3.521, -0.820], [3.276, -3.757, -3.936], [-0.477, 1.748, 1.065], [8.303, -4.019, -3.380], [-3.563, -2.643, 2.109], [-4.484, 1.588, 0.996], [-2.965, 4.257, 3.394], [-2.819, 5.799, 6.462], [-10.156, -0.034, 2.649], [-3.894, -3.180, -1.243], [5.342, -2.741, -0.085], [-9.069, -0.045, 2.543], [1.735, -0.776, -2.766], [-3.690, 7.710, 5.112], [1.438, 3.059, 0.417], [3.524, -0.930, -4.950], [2.047, -2.560, 1.084], [3.049, -2.689, -3.840], [-1.050, 0.814, 1.034], [-3.649, 2.628, 1.250], [0.954, 4.140, 1.152], [-3.782, 6.552, 3.281], [-0.956, 2.834, 1.822], [-2.373, 3.598, 5.386], [2.820, 0.338, -2.971], [4.861, -0.919, -2.314], [-3.391, -4.463, 0.428], [-4.191, 7.373, 2.689], [7.740, -2.120, 0.003], [2.370, 3.143, -0.136], [-3.770, 5.201, 1.613], [10.162, -2.906, -3.479], [5.789, -0.623, -4.143], [1.488, 5.084, 1.170], [6.430, -5.012, -2.946], [4.016, -1.828, -4.588], [-8.285, 0.905, 3.211], [2.579, -2.548, 2.054], [8.497, -4.572, -4.301], [-4.401, 0.081, 2.002], [-3.753, -2.442, 1.053], [-3.573, 3.495, 0.579], [5.200, -1.429, -3.670], [-4.506, 0.160, -1.024], [1.108, 0.989, -0.160], [9.010, -2.323, -1.756], [-2.750, 4.432, 4.784], [-3.821, -3.976, -1.981], [-8.443, -1.003, 1.743], [-6.260, -0.052, 2.251], [-0.614, 4.854, 2.473], [1.416, -2.949, -2.535], [4.412, -2.311, -5.497], [2.381, 1.317, -2.686], [1.492, -0.775, -1.677], [5.375, -1.385, -1.488], [0.579, -1.259, 1.385], [-7.046, -1.028, 1.620], [-9.044, -1.747, 1.221], [-4.377, -1.651, -2.693], [6.882, -3.485, -1.463], [9.231, -3.062, -2.936], [5.867, -2.294, -3.616], [-4.120, -1.143, 0.652], [-2.570, 2.585, 2.710], [-5.257, 1.637, 0.215], [-4.293, -0.854, -0.703], [4.946, -4.359, -0.975], [-6.296, 1.662, 3.584], [2.073, -2.227, -3.051], [3.977, 0.051, -2.069], [-3.524, 5.317, 2.665], [-6.895, 0.905, 3.072], [-8.765, 1.644, 3.852], [-4.206, -1.882, -1.645], [-3.512, 6.739, 4.640], [-3.655, -3.457, 0.109], [1.779, -3.583, 0.775]], "atomic_forces_ev_per_a": [[0.50, -0.27, 0.31], [-0.14, 0.31, 0.21], [-0.11, -0.09, 0.61], [0.02, 0.13, -0.16], [-0.07, -0.44, -0.18], [0.08, 0.18, 0.49], [-0.03, -0.25, -0.10], [0.27, 0.22, -0.02], [0.01, -0.67, 0.30], [-0.63, -0.04, -0.82], [0.06, 0.63, 0.43], [-0.03, -0.15, 0.33], [-0.54, 0.28, 0.22], [-0.11, 0.12, 0.39], [0.11, 0.02, 0.37], [-0.09, -0.06, -0.26], [1.08, 1.88, 0.44], [-0.11, -0.20, 1.22], [-0.08, -0.12, -0.42], [0.38, -0.02, -0.02], [0.03, 0.06, 0.28], [0.33, -0.90, -0.23], [0.43, 0.07, -0.03], [-0.54, 0.10, 0.52], [0.03, -0.43, -0.18], [-0.27, -0.12, 0.07], [-0.03, -0.25, -0.32], [0.63, -0.14, -0.53], [-0.05, -0.41, 0.27], [0.06, 0.18, -0.05], [-1.00, -1.43, -0.64], [-0.09, -0.12, -0.02], [0.16, -0.30, 0.02], [-0.24, -0.44, 0.36], [-0.10, 0.34, -0.21], [-0.71, 0.13, 0.89], [1.50, -2.29, -0.74], [-0.05, 0.19, -0.10], [0.11, -0.29, 0.16], [0.08, 0.04, -0.42], [-0.13, 0.07, 0.14], [0.12, 0.13, 0.23], [-0.30, 0.02, -0.03], [-0.02, -0.07, -0.06], [0.04, -0.14, -0.02], [0.07, 0.10, -0.06], [0.18, 0.83, -0.19], [0.20, -0.02, -0.04], [0.00, -0.16, -0.53], [-0.02, 0.08, 0.32], [-2.16, 0.28, -1.58], [-0.21, 0.21, -0.15], [-0.20, -0.41, 0.27], [0.32, -0.35, -0.56], [-0.03, -0.27, -0.07], [-0.12, 0.25, 0.01], [0.02, -0.35, 0.19], [-0.01, 0.22, -0.30], [-0.04, 0.17, 0.16], [0.28, 0.06, 0.09], [0.33, -0.13, 0.61], [0.18, -0.12, -0.16], [0.45, 0.43, -0.27], [-0.01, 0.02, 0.55], [0.19, -0.63, -0.27], [-0.12, 0.21, -0.64], [0.38, 0.07, 0.20], [-0.34, 0.22, -0.03], [-0.20, -0.26, -0.10], [0.22, 0.17, 0.12], [0.03, -0.09, 0.16], [0.40, 0.02, 0.25], [-0.05, 0.27, 0.14], [0.04, 0.27, 0.44], [0.66, -0.44, 0.83], [0.16, 1.19, -1.12], [0.42, -0.04, 0.31], [-0.02, -0.13, -0.05], [0.01, 0.42, -0.07], [-0.21, -0.21, -0.08], [0.16, -0.31, -0.32], [-1.75, 2.98, -0.97], [-0.01, 0.20, 0.11], [-0.07, -0.05, -0.11], [0.17, -0.15, -0.18], [0.11, 0.15, 0.23], [0.15, -0.47, -0.04], [0.03, 0.05, -0.17], [-0.17, 0.34, 0.37]], "lowdin_charge": [0.135, 0.107, -0.051, -0.063, 0.113, 0.121, -0.060, -0.107, 0.157, -0.046, -0.054, 0.049, 0.123, -0.137, -0.077, 0.108, -0.331, -0.387, 0.116, 0.121, -0.055, 0.067, -0.045, -0.154, 0.119, -0.065, 0.091, -0.273, -0.087, 0.074, -0.315, -0.051, -0.059, -0.349, 0.105, -0.132, 0.058, 0.115, 0.116, 0.117, 0.102, 0.091, 0.110, 0.161, 0.116, 0.114, -0.158, -0.058, -0.015, 0.114, 1.132, -0.110, 0.089, -0.106, 0.093, 0.062, -0.072, -0.100, 0.115, -0.052, -0.341, 0.110, 0.120, 0.138, 0.125, 0.079, 0.090, 0.455, -0.069, 0.117, 0.114, -0.336, -0.063, 0.104, -0.398, 1.094, 0.098, -0.084, 0.075, 0.107, -0.091, 0.065, -0.089, -0.091, 0.116, -0.058, -0.053, -0.063, -0.015], "total_energy_ev": -66301.689, "e_homo_ev": [-11.486, -13.215], "total_charge": 2, "molar_mass_g_mol": 717.18, "multiplicity": 5, "gap_ev": [5.987, 4.492], "relative_energy_ev": 0.793}

{"formula": "H46IO23", "method": "ωB97M-V/def2-TZVPD", "species": ["O", "H", "O", "H", "O", "H", "H", "O", "H", "O", "H", "O", "H", "H", "H", "H", "O", "H", "H", "H", "H", "H", "H", "O", "H", "H", "O", "H", "O", "O", "H", "H", "H", "H", "H", "O", "O", "O", "H", "O", "H", "H", "I", "H", "H", "H", "H", "O", "H", "H", "O", "H", "H", "H", "O", "H", "O", "H", "H", "O", "O", "O", "H", "H", "H", "H", "H", "H", "O", "H"], "xyz": [[-16.583, 6.588, 10.975], [-12.143, -2.741, 15.615], [-13.491, 4.063, 15.063], [-13.834, 4.795, 14.494], [-10.996, 5.768, 10.488], [-13.699, 2.700, 7.801], [-12.039, 1.746, 16.087], [-13.897, 2.338, 6.942], [-10.188, 1.582, 15.089], [-9.216, 2.888, 10.596], [-11.927, 5.308, 13.343], [-9.414, 3.648, 18.109], [-13.944, 1.078, 15.891], [-14.201, 3.326, 15.058], [-15.052, -1.793, 11.649], [-16.372, 5.637, 11.070], [-11.018, 5.103, 16.238], [-10.819, 1.477, 7.665], [-14.582, 4.121, 10.222], [-12.003, 0.405, 17.833], [-8.885, 3.185, 11.487], [-10.476, 5.017, 10.058], [-9.616, 2.787, 17.800], [-15.197, -1.868, 15.539], [-13.540, -2.444, 16.091], [-17.191, -1.133, 12.255], [-11.216, 2.217, 16.295], [-12.639, -0.692, 16.888], [-11.074, 4.845, 13.197], [-8.467, 3.495, 13.339], [-15.302, -1.069, 16.013], [-11.976, 4.969, 16.109], [-10.135, 4.158, 17.691], [-13.994, 1.442, 7.042], [-12.539, 4.912, 9.515], [-15.039, -1.375, 12.520], [-9.514, 1.356, 14.386], [-10.884, 0.775, 8.287], [-8.878, 4.409, 13.447], [-15.864, -1.827, 9.982], [-10.010, 0.884, 13.710], [-14.396, -0.612, 12.361], [-12.916, 1.680, 12.150], [-15.206, -1.771, 14.590], [-17.165, 6.863, 11.716], [-14.014, 1.220, 14.307], [-14.025, 5.009, 12.196], [-13.825, 5.746, 12.794], [-14.323, 6.529, 12.480], [-18.143, -2.299, 12.471], [-13.349, 4.557, 9.155], [-10.042, 2.453, 10.856], [-16.769, -1.563, 9.708], [-8.800, 2.798, 13.997], [-12.619, -2.416, 16.438], [-13.603, 5.089, 8.424], [-12.782, 0.220, 17.268], [-15.283, -1.380, 9.299], [-15.285, 3.159, 11.222], [-15.278, 4.050, 10.867], [-18.116, -1.412, 12.117], [-14.500, 1.265, 15.156], [-11.281, 3.126, 15.900], [-11.329, 3.908, 13.170], [-10.785, 5.545, 11.438], [-10.681, 5.296, 15.344], [-12.987, 0.129, 8.726], [-14.163, 0.430, 9.608], [-13.997, 0.074, 8.745], [-10.040, 0.720, 8.742]], "atomic_forces_ev_per_a": [[-0.35, 0.27, 0.70], [-0.45, 0.68, 1.62], [-1.67, -0.60, -0.19], [0.15, -0.84, 0.33], [1.37, -2.01, -0.05], [0.10, 0.06, 0.56], [0.16, 0.21, 0.21], [0.40, 3.48, -1.24], [0.57, -0.25, -0.43], [-0.16, 0.30, 0.88], [0.33, -0.27, -0.36], [-0.20, 1.42, 0.35], [1.10, -0.49, 0.93], [1.59, 1.42, -0.01], [-0.39, -0.14, -0.17], [-0.12, 0.28, 0.07], [-0.36, 0.09, -0.43], [0.13, 0.98, -0.73], [0.94, -0.07, -0.84], [-0.72, -0.15, -0.55], [0.01, -0.34, -0.59], [-0.70, 1.35, 0.61], [-0.17, -1.45, -0.41], [0.34, -2.37, 0.42], [-0.19, 0.25, 0.37], [-0.20, -0.11, 0.00], [-0.03, 0.81, -0.70], [0.02, 0.64, 0.47], [-0.34, 0.44, 0.39], [-0.41, 1.30, 0.24], [-0.23, 1.60, -0.01], [0.19, 0.07, -0.04], [0.57, 0.06, 0.16], [-0.45, -3.33, 0.73], [0.72, 0.54, 0.56], [1.32, 1.34, 0.14], [-0.50, -0.21, 0.85], [-0.39, -1.15, 0.73], [0.53, -2.18, 0.27], [0.00, 0.81, -1.83], [-0.06, 0.11, -0.19], [-1.08, -1.07, 0.54], [0.20, -0.13, -0.26], [-0.08, 0.80, -0.68], [0.61, -0.60, -0.75], [0.12, -0.11, 0.50], [-0.37, 0.10, -0.24], [-0.05, 0.72, 0.30], [0.30, -0.85, -0.01], [0.00, -0.26, 0.13], [-0.22, -1.23, 0.25], [-0.03, 0.00, -0.20], [0.69, -0.30, 0.57], [0.02, 1.14, -1.11], [0.59, -0.87, -2.03], [-0.27, 0.82, -0.94], [0.56, -0.61, 0.02], [-0.56, -0.62, 0.96], [0.23, -0.22, 0.01], [-1.39, 0.35, 1.15], [0.32, 0.39, -0.14], [-1.40, 0.64, -1.14], [-0.10, -0.92, 0.60], [-0.01, -0.03, -0.09], [-0.66, 0.31, -0.79], [-0.15, -0.16, 0.31], [-1.61, -0.20, -0.16], [-0.33, 0.60, 1.07], [2.17, -0.43, -0.75], [0.05, 0.17, 0.07]], "lowdin_charge": [-0.094, 0.092, -0.134, 0.023, -0.112, -0.002, 0.028, -0.028, 0.019, -0.109, 0.032, -0.068, -0.032, 0.064, -0.003, -0.002, -0.068, 0.025, -0.034, 0.070, 0.013, 0.060, -0.021, -0.028, 0.012, 0.008, -0.077, 0.025, -0.110, -0.135, 0.021, 0.031, -0.003, -0.047, 0.019, -0.129, -0.090, -0.037, 0.055, -0.093, 0.021, -0.057, 0.259, 0.011, 0.045, -0.150, 0.017, -0.073, 0.071, 0.027, -0.022, -0.030, 0.064, 0.020, -0.095, 0.059, -0.092, 0.042, -0.018, -0.107, -0.069, -0.112, 0.045, -0.031, 0.021, 0.042, 0.064, -0.041, -0.094, 0.042], "total_energy_ev": -55947.920, "e_homo_ev": -6.510, "total_charge": -1, "molar_mass_g_mol": 541.25, "gap_ev": 8.626, "relative_energy_ev": 0.000}

{"formula": "C39H30CrN3OP2S3SeTe", "method": "ωB97M-V/def2-TZVPD", "species": ["H", "C", "C", "C", "C", "C", "N", "Se", "C", "C", "H", "S", "Cr", "C", "H", "H", "S", "C", "O", "H", "C", "C", "C", "P", "H", "H", "H", "C", "P", "C", "H", "C", "C", "C", "C", "H", "H", "H", "H", "H", "C", "C", "C", "C", "C", "H", "C", "H", "H", "H", "N", "C", "C", "H", "C", "H", "C", "C", "C", "Te", "C", "C", "C", "C", "H", "H", "H", "H", "H", "N", "H", "C", "H", "H", "C", "C", "H", "C", "C", "H", "S"], "xyz": [[3.277, 0.543, -5.033], [1.082, 3.887, -0.201], [-0.617, -0.619, -3.853], [-1.568, 4.107, 0.546], [-1.550, 3.280, 4.036], [1.452, -2.051, -4.996], [-3.690, -4.684, 0.786], [-2.871, -1.919, 1.381], [-4.483, -2.937, -2.286], [0.731, -3.755, 6.129], [0.788, -1.213, -6.858], [2.601, -3.295, 4.485], [-0.495, -1.285, 1.349], [-1.058, 2.877, 0.173], [-5.135, -0.915, -2.020], [4.066, -3.906, 6.343], [0.677, -2.923, -0.346], [0.627, -1.269, -5.788], [-1.433, 0.143, 2.308], [2.262, -2.606, -5.452], [3.325, -0.563, 2.734], [-1.966, -2.006, -1.620], [2.418, -1.263, 2.007], [0.970, 1.143, -0.733], [-2.286, 3.993, 4.384], [1.801, 2.068, -6.289], [1.947, -4.346, 7.862], [0.203, -1.414, -3.058], [-0.260, -1.431, -1.286], [3.031, -3.801, 6.081], [-0.441, 2.827, -2.724], [-3.040, -1.124, -1.667], [0.572, 5.115, 0.168], [1.245, -2.127, -3.629], [-1.015, 1.191, 2.925], [-1.412, -0.051, -3.386], [-1.309, -4.027, -1.842], [-0.037, 3.237, -5.129], [-1.164, 6.196, 0.805], [1.881, -2.732, -2.995], [-4.294, -1.594, -2.000], [-0.759, 5.230, 0.532], [-0.199, 3.521, 4.261], [0.906, -3.361, 4.836], [2.465, 1.048, -4.526], [-2.603, 4.192, 0.845], [1.369, 0.458, 2.814], [-2.888, -0.084, -1.393], [-3.570, -4.872, -2.411], [-0.252, -3.850, 6.552], [2.659, 0.508, 3.250], [1.924, -4.012, 6.836], [0.370, 1.425, 3.188], [0.123, 4.421, 4.767], [1.197, 1.464, -2.527], [2.120, 3.785, -0.486], [0.269, 2.760, -0.211], [-3.415, -3.817, -2.233], [-0.411, -0.550, -5.212], [-0.636, -3.005, 3.401], [0.600, 2.554, -4.580], [1.638, 1.907, -5.230], [-0.359, 0.056, -0.430], [-1.951, 2.147, 3.375], [1.214, 5.986, 0.176], [-2.999, 1.955, 3.183], [-5.472, -3.303, -2.532], [-1.059, 0.062, -5.824], [4.365, -0.733, 2.916], [1.215, -0.627, 2.052], [2.546, -2.168, 1.442], [-3.346, -3.603, 1.002], [1.786, 2.810, 4.003], [2.910, 0.192, -2.610], [2.252, 0.837, -3.179], [-2.154, -3.351, -1.913], [3.066, 1.224, 3.824], [0.374, 2.329, -3.235], [0.737, 2.603, 3.840], [-1.685, 1.994, 0.158], [2.820, 1.115, -0.034]], "atomic_forces_ev_per_a": [[0.03, -0.05, -0.01], [0.06, -0.01, -0.04], [0.09, -0.05, -0.11], [-0.13, 0.27, -0.01], [0.05, 0.02, 0.03], [0.05, -0.15, -0.26], [-0.18, -0.29, 0.03], [-0.46, 1.03, 0.73], [-0.11, -0.14, -0.09], [-0.45, 0.06, -0.10], [0.05, -0.01, -0.04], [-0.24, -0.29, 0.64], [-0.34, 1.15, -0.21], [-0.03, -0.17, -0.19], [-0.10, 0.07, 0.02], [0.18, -0.06, 0.18], [-0.03, 0.05, 0.37], [0.01, -0.20, -0.10], [-0.03, -0.18, -0.28], [0.05, -0.03, -0.02], [-0.02, -0.41, -0.31], [0.09, -0.10, -0.17], [0.59, -0.01, 0.04], [-0.87, 0.64, 0.35], [-0.07, 0.06, -0.02], [0.00, 0.03, -0.05], [0.05, 0.00, 0.15], [0.10, 0.23, 0.06], [-0.61, -0.03, -0.54], [0.19, 0.07, -0.50], [-0.06, 0.02, 0.00], [0.14, -0.02, -0.18], [0.12, 0.14, -0.07], [-0.24, 0.00, 0.26], [0.71, -0.07, 0.15], [0.00, -0.02, -0.08], [-0.11, 0.01, 0.01], [-0.04, 0.01, -0.02], [-0.03, 0.06, 0.08], [0.02, -0.03, 0.04], [-0.06, 0.10, -0.13], [-0.18, 0.11, 0.09], [0.12, 0.32, 0.23], [0.62, 0.33, -0.84], [0.08, 0.11, -0.11], [-0.09, -0.01, 0.06], [0.52, -0.52, -0.17], [0.06, -0.06, 0.02], [-0.03, -0.06, 0.00], [-0.26, -0.06, 0.14], [-0.48, 0.12, -0.05], [0.25, -0.07, 0.21], [-0.81, 0.54, 0.20], [0.01, 0.10, 0.02], [-0.09, -0.02, 0.11], [0.08, -0.04, 0.03], [0.08, -0.08, 0.03], [-0.11, -0.02, -0.20], [-0.11, -0.03, -0.15], [-0.36, -0.68, 0.65], [-0.04, 0.22, -0.24], [0.05, 0.17, -0.10], [1.13, -1.50, -0.28], [-0.02, -0.06, 0.08], [0.04, 0.09, -0.02], [-0.01, -0.10, -0.04], [-0.05, -0.03, 0.02], [0.02, 0.06, -0.06], [0.18, -0.05, 0.06], [0.53, 0.76, 1.05], [-0.01, 0.05, -0.01], [0.00, -1.07, -0.32], [0.10, 0.10, 0.04], [-0.03, 0.01, 0.01], [0.09, 0.06, 0.01], [0.04, 0.15, -0.04], [-0.19, -0.05, -0.11], [0.02, -0.07, 0.20], [-0.04, -0.24, -0.19], [0.05, -0.07, 0.08], [0.45, -0.14, -0.01]], "lowdin_charge": [0.101, -0.118, -0.091, -0.096, -0.119, -0.109, 0.037, 0.670, -0.109, -0.302, 0.093, 0.922, -0.062, -0.092, 0.093, 0.035, 0.357, -0.116, -0.326, 0.093, -0.171, -0.414, -0.266, 0.433, 0.091, 0.093, 0.082, -0.323, 0.376, -0.460, 0.108, -0.173, -0.106, -0.099, -0.348, 0.108, 0.077, 0.094, 0.087, 0.084, -0.107, -0.113, -0.129, -0.963, -0.100, 0.098, -0.279, 0.098, 0.096, 0.079, 0.112, -0.246, -0.070, 0.081, -0.343, 0.071, -0.346, -0.114, -0.092, 0.885, -0.110, -0.121, -0.515, -0.024, 0.089, 0.116, 0.089, 0.103, 0.107, -0.080, 0.061, -0.808, 0.096, 0.073, -0.131, -0.124, 0.142, -0.088, -0.047, 0.090, 0.325], "total_energy_ev": -199594.499, "e_homo_ev": [-1.427, -1.510], "total_charge": -2, "molar_mass_g_mol": 973.39, "multiplicity": 2, "gap_ev": [5.548, 5.631], "relative_energy_ev": 0.647}

Number 2 is which compound?
H46IO23